1.
DFT (ωB97M-V/def2-TZVPD) results for a single C4H4O2S2 molecule.

Geometry as XYZ:
```
12
Properties=species:S:1:pos:R:3:forces:R:3
C -2.319678 0.581783 1.955138 -3.558 -2.558 -9.064
C -1.209935 0.962251 0.910592 -0.991 3.337 2.761
O -1.232649 0.393050 -0.290351 -7.814 1.051 -1.964
C -0.294937 -0.312076 -0.665649 5.528 -0.804 -2.988
S -0.010248 -0.728531 -2.260944 -0.529 -0.340 1.926
C 0.749086 -0.014581 0.394072 1.866 -1.371 0.081
S 2.312122 -0.584507 0.356761 -2.231 1.173 0.663
O 0.107146 0.833121 1.257566 3.344 -1.621 1.246
H -2.657926 -0.571205 1.939788 0.691 2.905 0.080
H -2.176065 0.961552 2.805097 1.988 2.416 7.066
H -3.191272 1.415967 1.591645 1.636 -3.032 0.649
H -1.347906 2.088674 0.827758 0.070 -1.155 -0.457
```
Positions in Å, forces in eV/Å.

Properties
* maximum force: 10.07 eV/Å
* orbital gap: 0.27815 Ha
* multiplicity: 1
* ΔE to the lowest compared entry with this formula, charge and spin: 70.6 kcal/mol
* E_tot: -29974.6661 eV

2.
DFT (ωB97M-V/def2-TZVPD) results for a molecular structure, C38H43AsIrNO2P2S.

Geometry as XYZ:
```
89
Properties=species:S:1:pos:R:3:forces:R:3
Ir 1.486791 0.421868 -0.920940 0.092 0.128 -0.177
C -5.523270 -5.021163 -0.095942 -0.039 -0.060 -0.060
S -4.805345 -3.734202 -1.077514 0.034 0.063 0.061
C -3.151329 -4.323030 -1.424234 0.014 0.051 -0.111
C -2.146492 -3.195451 -1.678104 0.004 0.005 0.031
C -1.825757 -2.351874 -0.442430 -0.025 -0.036 -0.097
N -0.725911 -1.420421 -0.708920 -0.095 0.201 0.136
P 0.477576 -1.021782 0.412539 0.025 -0.037 -0.138
C -0.287251 -0.525388 1.943706 -0.057 -0.022 0.098
C -1.120662 0.599710 1.953076 -0.038 -0.103 -0.048
C -1.787491 0.956928 3.110783 0.009 -0.002 -0.031
C -1.634479 0.190714 4.262604 -0.010 -0.002 0.021
C -0.833605 -0.941606 4.251131 0.021 -0.019 0.013
C -0.160101 -1.310405 3.094664 0.042 0.158 0.012
C 1.567111 -2.389429 0.721894 0.039 0.007 0.121
C 2.601995 -2.182534 1.642594 -0.009 -0.030 -0.038
C 3.533918 -3.182010 1.861399 -0.015 0.001 0.000
C 3.432168 -4.385869 1.171231 0.012 0.014 0.008
C 2.412454 -4.586769 0.250578 0.003 -0.031 -0.008
C 1.483125 -3.586103 0.015433 -0.003 0.041 -0.080
P -0.589788 -0.043088 -1.748559 0.158 -0.163 0.228
C -1.985658 1.054044 -1.540102 0.003 0.130 0.004
C -1.771933 2.432330 -1.525684 -0.069 -0.100 -0.048
C -2.845140 3.305765 -1.421147 0.002 -0.034 0.001
C -4.135104 2.803304 -1.324687 0.009 0.026 -0.002
C -4.356758 1.432029 -1.369830 -0.058 -0.040 0.005
C -3.290089 0.557770 -1.490282 -0.010 0.066 -0.033
C -0.645253 -0.625169 -3.433814 0.049 -0.072 -0.028
C -1.536840 -0.079234 -4.361371 0.107 0.037 -0.024
C -1.541813 -0.554571 -5.664068 -0.008 0.005 -0.047
C -0.663027 -1.559480 -6.045210 -0.004 0.004 0.034
C 0.230103 -2.099465 -5.124238 0.009 0.012 0.036
C 0.245350 -1.635102 -3.820327 -0.052 -0.064 -0.050
H -6.556142 -4.748418 0.110268 0.008 -0.002 0.002
H -4.949113 -5.121622 0.829541 -0.009 -0.004 -0.004
H -5.476848 -5.962564 -0.653598 0.008 0.010 0.015
H -3.277818 -4.898943 -2.353631 0.004 -0.069 0.060
H -2.851796 -5.021232 -0.640966 -0.001 0.027 0.042
H -2.487117 -2.562776 -2.502309 -0.028 -0.009 0.016
H -1.230819 -3.673200 -2.031766 -0.017 0.002 -0.035
H -1.503487 -2.998690 0.378849 -0.013 -0.023 -0.009
H -2.715168 -1.813849 -0.091115 0.063 -0.008 0.033
H -1.268722 1.172946 1.044627 0.023 0.023 0.028
H -2.431778 1.826770 3.120416 -0.002 -0.004 0.000
H -2.150963 0.475251 5.170073 0.006 -0.003 -0.005
H -0.726311 -1.539469 5.146271 -0.004 0.003 -0.006
H 0.467674 -2.190353 3.098566 -0.021 -0.015 0.001
H 2.678939 -1.245307 2.184081 0.018 -0.011 -0.002
H 4.336236 -3.027295 2.570246 -0.007 -0.005 -0.002
H 4.157860 -5.168461 1.348878 -0.003 0.004 -0.006
H 2.351494 -5.520595 -0.291759 -0.001 0.003 0.002
H 0.717679 -3.724327 -0.738816 -0.003 -0.009 0.023
H -0.767821 2.819319 -1.638986 0.035 0.020 0.034
H -2.679367 4.375075 -1.427121 0.000 -0.003 -0.003
H -4.974450 3.480500 -1.238375 0.010 0.002 -0.005
H -5.368377 1.049993 -1.331607 0.004 0.009 0.004
H -3.481890 -0.503479 -1.590631 0.001 0.018 0.028
H -2.207751 0.723823 -4.086935 -0.013 -0.020 0.042
H -2.226469 -0.128534 -6.385099 0.009 -0.011 -0.005
H -0.665858 -1.918189 -7.066127 -0.001 0.003 0.007
H 0.923158 -2.872951 -5.427066 -0.011 0.000 -0.015
H 0.946295 -2.056595 -3.109460 -0.004 0.042 -0.021
C 0.102297 3.706588 1.038178 -0.044 0.015 -0.053
As 1.437001 2.508027 0.334402 0.033 -0.080 0.183
C 2.490969 3.660191 -0.803053 0.044 -0.029 -0.029
C 2.540288 2.097587 1.901477 -0.003 -0.037 -0.027
C 3.025836 3.336346 2.595097 -0.015 0.037 -0.042
C 2.310334 3.876281 3.660252 -0.013 -0.005 0.048
C 2.749676 5.033763 4.286289 -0.024 -0.012 0.000
C 3.906875 5.662498 3.849042 0.001 0.013 0.007
C 4.630347 5.125566 2.793541 0.014 -0.007 -0.024
C 4.191160 3.967937 2.167924 0.030 -0.002 -0.003
H 0.696630 4.447265 1.576049 -0.058 0.029 0.013
H -0.566539 3.213918 1.736635 0.003 -0.013 -0.014
H -0.458897 4.197946 0.249749 -0.003 -0.023 -0.040
H 2.757253 4.555825 -0.242805 -0.016 -0.009 0.039
H 1.915733 3.941255 -1.684287 -0.008 0.000 0.003
H 3.400821 3.142802 -1.103055 -0.002 0.006 -0.018
H 3.360271 1.486008 1.525745 0.026 -0.003 0.022
H 1.914758 1.485801 2.555969 -0.018 -0.003 -0.013
H 1.417315 3.374812 4.020270 -0.001 0.012 -0.006
H 2.195550 5.439585 5.122134 0.002 -0.004 -0.004
H 4.252009 6.562434 4.339507 0.002 -0.004 -0.001
H 5.543631 5.603078 2.464502 -0.006 -0.006 0.000
H 4.773648 3.538348 1.359686 0.000 0.011 0.002
O 3.598761 0.489656 -0.716264 -0.092 -0.316 -0.134
C 3.727842 -0.572420 -1.417167 -0.162 0.100 0.055
O 2.677198 -1.141155 -1.836197 0.149 0.245 0.035
H 4.720468 -0.967087 -1.644301 -0.032 -0.017 -0.011
```
Positions in Å, forces in eV/Å.

Properties
* maximum force: 0.36 eV/Å
* orbital gap (spin up / spin down): 0.23008 / 0.11201 Ha
* multiplicity: 2
* ΔE to the lowest compared entry with this formula, charge and spin: 8.3 kcal/mol
* E_tot: -138756.5975 eV
* total charge: +3

3.
DFT (ωB97M-V/def2-TZVPD) results for a molecular structure, C2H2AgLiO2.

Geometry as XYZ:
```
8
Properties=species:S:1:pos:R:3:forces:R:3
C 1.236699 0.204923 0.276596 -1.494 0.204 3.663
C 0.075244 -0.546192 0.408116 -0.019 -0.014 -2.179
O -1.088817 -0.106514 -0.145673 -1.674 -1.464 -0.930
O 1.201264 1.464243 -0.113049 0.239 -0.163 -0.676
H 1.319802 -0.028828 1.479558 1.884 0.275 -1.556
Li -2.333496 -1.028818 -1.078457 0.736 0.468 0.666
Ag -0.611577 1.676997 -1.362110 0.599 0.231 0.410
H 0.200882 -1.635812 0.535020 -0.272 0.463 0.600
```
Positions in Å, forces in eV/Å.

Properties
* maximum force: 3.96 eV/Å
* orbital gap (spin up / spin down): 0.15298 / 0.15296 Ha
* multiplicity: 1
* ΔE to the lowest compared entry with this formula, charge and spin: 60.2 kcal/mol
* E_tot: -10401.2711 eV

4.
DFT (ωB97M-V/def2-TZVPD) results for 2 unconnected molecules or ions with the total composition C4H7O4.

Geometry as XYZ:
```
15
Properties=species:S:1:pos:R:3:forces:R:3
O -0.320322 -1.685419 2.302456 -0.473 1.106 -0.711
C -0.382551 -1.049229 1.208881 0.532 -0.410 2.447
O 0.157609 -1.363274 0.155714 1.108 -0.844 -1.900
C -1.329922 0.176031 1.087252 -0.067 -2.419 -1.000
C -0.953956 1.359163 0.184715 0.014 4.174 3.791
C 0.208231 1.372205 -0.746657 0.558 -4.394 -0.107
O 0.667613 2.176337 -1.513301 -0.350 1.818 0.032
H -1.672878 0.360633 2.096785 -0.204 0.733 -0.106
H -2.051270 -0.499767 0.583920 -0.655 0.999 0.139
H -1.787694 1.798204 -0.385018 -0.083 -0.097 0.399
H -0.702299 2.214592 1.130069 -0.570 -1.695 -3.008
H 0.572169 0.304834 -0.827745 0.095 1.130 0.320
H 2.089486 0.011820 -2.417485 -1.227 -3.379 2.562
H 1.562595 -1.486608 -1.310191 0.704 2.452 -0.736
O 1.587487 -0.859234 -2.104304 0.617 0.825 -2.122
```
Positions in Å, forces in eV/Å.

Properties
* maximum force: 5.64 eV/Å
* orbital gap: 0.29984 Ha
* multiplicity: 1
* ΔE to the lowest compared entry with this formula, charge and spin: 69.9 kcal/mol
* E_tot: -12450.8074 eV
* total charge: -1

5.
DFT (ωB97M-V/def2-TZVPD) results for 2 unconnected molecules or ions with the total composition ClN3O2.

Geometry as XYZ:
```
6
Properties=species:S:1:pos:R:3:forces:R:3
N -0.931923 0.806185 0.283238 -3.816 1.667 1.215
N -1.063917 -0.146541 -0.247848 -2.878 -2.443 0.781
O -1.448009 -1.233659 -0.544184 0.505 -0.626 -1.125
O 0.859382 1.159483 -0.037360 2.673 9.325 1.169
N 1.336189 0.202094 -0.204344 0.693 -7.958 -3.303
Cl 2.931063 -0.186314 0.298171 2.823 0.035 1.263
```
Positions in Å, forces in eV/Å.

Properties
* maximum force: 9.77 eV/Å
* orbital gap: 0.33811 Ha
* multiplicity: 1
* ΔE to the lowest compared entry with this formula, charge and spin: 62.1 kcal/mol
* E_tot: -21080.6151 eV

6.
DFT (ωB97M-V/def2-TZVPD) results for 2 unconnected molecules or ions with the total composition C10H18N5.

Geometry as XYZ:
```
33
Properties=species:S:1:pos:R:3:forces:R:3
C 1.481819 1.401551 -0.744897 0.510 0.866 -0.873
C 1.011836 -1.112359 0.764382 -0.027 -0.044 0.459
C -0.959715 0.634480 -1.418746 -2.846 1.188 -1.436
C -1.786986 0.911243 0.796452 -2.068 2.842 -0.547
C -1.645239 -0.676058 -1.435167 0.377 -1.856 -1.740
C -2.501300 -0.395471 0.745829 -2.155 -1.667 2.426
C 3.603701 -1.582908 -0.621922 -3.825 3.627 1.759
C 0.710780 2.409083 1.519802 2.453 -1.105 -2.792
C 3.362064 -0.508162 0.520116 0.884 -2.110 -0.062
C 0.565442 1.509487 0.222307 -1.503 3.375 3.454
N 2.075991 1.268132 -1.722066 1.296 -0.313 -1.125
N -0.055611 -1.621836 0.727534 2.389 -0.783 0.332
N -0.630600 0.931690 -0.062297 -1.075 0.202 -0.396
N 1.991481 -0.284582 0.910770 0.687 -1.268 -0.054
N -2.891980 -0.677523 -0.638971 2.267 -1.928 0.304
H -0.192885 0.631854 -2.159337 1.090 -0.192 0.147
H -1.690949 1.369330 -1.928209 0.727 -0.183 1.142
H -2.614416 1.712986 0.366574 1.927 -1.266 1.102
H -1.584409 1.172133 1.851953 0.076 -0.100 -0.776
H -1.937027 -1.081240 -2.410730 0.340 0.535 -0.122
H -0.921242 -1.354072 -1.009318 -0.490 -0.643 0.123
H -1.724787 -1.186879 0.988161 -1.787 0.723 0.205
H -3.528664 -0.430923 1.375494 2.716 0.216 -1.082
H 2.915871 -1.249217 -1.356835 -0.369 0.314 -1.397
H 4.534090 -1.572645 -0.990770 3.467 -0.277 -1.040
H 3.188118 -2.459698 -0.294712 -0.257 -2.623 0.871
H 0.356990 1.891670 2.385109 -0.255 0.166 0.613
H 0.388030 3.399633 1.300547 -1.427 0.627 0.199
H 1.795683 2.668442 1.600481 -0.580 -0.911 0.332
H 3.739256 -1.032022 1.402900 0.384 0.275 0.477
H 3.958888 0.400262 0.397893 -0.679 0.046 0.027
H -3.435929 -0.004445 -1.043318 -2.233 2.712 -0.998
H -3.385243 -1.547924 -0.795466 -0.014 -0.445 0.469
```
Positions in Å, forces in eV/Å.

Properties
* maximum force: 5.56 eV/Å
* orbital gap (spin up / spin down): 0.25790 / 0.28099 Ha
* multiplicity: 3
* ΔE to the lowest compared entry with this formula, charge and spin: 0.0 kcal/mol
* E_tot: -18099.5493 eV
* total charge: +1

7.
DFT (ωB97M-V/def2-TZVPD) results for a molecular structure, C3H4OS2.

Geometry as XYZ:
```
10
Properties=species:S:1:pos:R:3:forces:R:3
C -0.022152 0.412100 0.228271 -0.228 -1.013 0.999
C 1.151083 -0.559719 0.037308 0.349 0.573 -0.596
C -1.099348 -0.618922 -0.092328 -0.869 -0.896 0.134
H -0.732356 2.042607 -0.304301 0.368 -0.034 -0.840
H -0.064196 0.712426 1.307683 -0.208 0.240 -0.889
H 1.742113 -0.214968 -0.804422 0.178 -0.214 -0.163
H 1.804441 -0.701457 0.899348 -0.274 -0.176 -0.049
O -0.079557 1.439350 -0.712751 -0.172 0.977 1.076
S 0.022088 -1.929258 -0.403970 -0.004 0.305 0.288
S -2.722112 -0.582158 -0.154836 0.859 0.239 0.039
```
Positions in Å, forces in eV/Å.

Properties
* maximum force: 1.46 eV/Å
* orbital gap: 0.31327 Ha
* multiplicity: 1
* ΔE to the lowest compared entry with this formula, charge and spin: 29.0 kcal/mol
* E_tot: -26892.6294 eV